No. 1
{
  "formula": "C15H21N6O4PRuS",
  "method": "ωB97M-V/def2-TZVPD",
  "orbital_gap_ha": [0.356, 0.297],
  "total_energy_ha": -2047.615684,
  "de_lowest_ev": 0.0617,
  "e_lumo_ev": [-4.9, -6.5],
  "spin_multiplicity": 5,
  "charge": 2,
  "e_homo_ev": [-14.603, -14.581],
  "symbols": ["Ru", "C", "N", "C", "C", "N", "C", "P", "C", "N", "C", "C", "N", "C", "C", "N", "C", "C", "N", "C", "H", "H", "H", "H", "H", "H", "H", "H", "H", "H", "H", "H", "H", "H", "H", "C", "C", "O", "H", "H", "H", "C", "S", "O", "O", "O", "H", "H", "H"],
  "coordinates": [[-0.814, -0.244, 0.672], [4.734, 0.273, 0.421], [3.425, 0.145, 1.059], [3.227, -0.002, 2.404], [1.884, -0.141, 2.588], [1.267, -0.078, 1.370], [2.216, 0.097, 0.454], [1.987, 0.229, -1.352], [0.660, 1.488, -1.396], [-0.474, 1.473, -0.694], [-1.172, 2.599, -1.026], [-0.453, 3.304, -1.945], [0.697, 2.598, -2.169], [1.741, 3.015, -3.103], [0.970, -1.268, -1.612], [-0.126, -1.601, -0.932], [-0.583, -2.779, -1.455], [0.245, -3.160, -2.466], [1.219, -2.204, -2.555], [2.316, -2.243, -3.520], [5.426, 0.717, 1.131], [4.663, 0.918, -0.449], [5.109, -0.704, 0.122], [4.044, 0.005, 3.105], [1.335, -0.277, 3.504], [-2.127, 2.826, -0.588], [-0.658, 4.233, -2.448], [2.086, 4.012, -2.842], [1.345, 3.025, -4.116], [2.576, 2.323, -3.052], [-1.472, -3.261, -1.084], [0.226, -4.016, -3.119], [2.931, -3.123, -3.342], [2.929, -1.353, -3.415], [1.913, -2.282, -4.529], [-4.393, 2.138, 2.882], [-3.500, 1.079, 2.352], [-2.504, 1.236, 1.690], [-3.972, 3.115, 2.669], [-4.525, 2.001, 3.955], [-5.376, 2.042, 2.417], [-4.126, -2.713, 2.883], [-3.104, -1.473, 2.208], [-1.812, -1.432, 2.832], [-3.947, -0.178, 2.704], [-3.108, -1.489, 0.771], [-4.166, -2.577, 3.962], [-3.650, -3.660, 2.629], [-5.111, -2.636, 2.427]]
}



No. 2
{
  "formula": "C15H22N2OS2",
  "method": "ωB97M-V/def2-TZVPD",
  "orbital_gap_ha": 0.288,
  "total_energy_ha": -1565.832671,
  "e_lumo_ev": 0.6,
  "e_homo_ev": -7.291,
  "symbols": ["C", "C", "C", "N", "C", "S", "S", "C", "H", "H", "H", "H", "H", "H", "H", "H", "C", "O", "C", "C", "C", "C", "C", "N", "C", "C", "C", "C", "H", "H", "H", "H", "H", "H", "H", "H", "H", "H", "H", "H", "H", "H"],
  "coordinates": [[0.459, 3.127, 1.066], [1.009, 2.636, -0.300], [0.010, 1.621, -0.832], [-0.964, 1.429, 0.223], [-1.975, 0.553, -0.030], [-2.126, -0.268, -1.478], [-3.337, 0.296, 0.982], [-0.687, 2.174, 1.442], [1.242, 3.131, 1.831], [0.082, 4.153, 0.966], [1.110, 3.471, -1.002], [1.987, 2.172, -0.192], [-0.513, 1.968, -1.747], [0.468, 0.645, -1.074], [-0.337, 1.476, 2.222], [-1.595, 2.656, 1.830], [-4.905, 6.444, -2.342], [-5.433, 5.242, -2.973], [-5.355, 4.068, -2.288], [-5.860, 2.911, -2.938], [-5.800, 1.686, -2.280], [-5.216, 1.608, -0.981], [-5.008, 0.350, -0.228], [-5.890, -0.020, 0.774], [-5.868, -1.405, 1.283], [-6.508, 0.983, 1.622], [-4.791, 2.754, -0.355], [-4.814, 3.992, -0.988], [-5.066, 7.232, -3.095], [-5.456, 6.674, -1.419], [-3.831, 6.337, -2.125], [-6.267, 3.004, -3.938], [-6.142, 0.797, -2.797], [-4.830, -0.509, -0.929], [-6.184, -1.419, 2.334], [-6.585, -1.985, 0.662], [-4.876, -1.856, 1.181], [-7.205, 0.477, 2.291], [-5.784, 1.558, 2.233], [-7.072, 1.707, 1.021], [-4.356, 2.602, 0.625], [-4.441, 4.839, -0.432]]
}



No. 3
{
  "formula": "C3H8NS",
  "method": "ωB97M-V/def2-TZVPD",
  "orbital_gap_ha": [0.311, 0.177],
  "total_energy_ha": -571.960758,
  "de_lowest_ev": 0.6769,
  "e_lumo_ev": [0.8, -2.8],
  "spin_multiplicity": 2,
  "e_homo_ev": [-7.634, -7.616],
  "symbols": ["S", "H", "C", "C", "C", "N", "H", "H", "H", "H", "H", "H", "H"],
  "coordinates": [[0.384, -1.905, 1.653], [1.327, -2.801, 1.318], [-0.392, 2.278, -1.428], [-0.272, 0.905, -0.822], [-1.256, -0.003, -0.969], [0.888, 0.664, -0.133], [0.551, 2.613, -1.864], [-0.713, 2.963, -0.650], [-1.119, 2.243, -2.237], [-1.287, -0.850, -0.287], [-2.008, 0.095, -1.735], [1.669, 1.282, -0.242], [1.016, -0.171, 0.424]]
}



No. 4
{
  "formula": "C7H14N3",
  "method": "ωB97M-V/def2-TZVPD",
  "orbital_gap_ha": 0.411,
  "total_energy_ha": -439.122951,
  "smiles": "C/[NH+]=C1\\NC[C@H]2CCCN12",
  "de_lowest_ev": 1.7753,
  "e_lumo_ev": -2.7,
  "charge": 1,
  "e_homo_ev": -13.933,
  "symbols": ["C", "N", "C", "N", "C", "C", "C", "C", "C", "N", "H", "H", "H", "H", "H", "H", "H", "H", "H", "H", "H", "H", "H", "H"],
  "coordinates": [[-2.029, -1.041, -2.213], [-1.158, -0.015, -1.802], [-0.842, 0.179, -0.515], [-1.407, -0.370, 0.519], [-0.975, 0.321, 1.781], [0.399, 0.863, 1.421], [1.556, -0.127, 1.586], [2.076, -0.225, 0.128], [1.615, 1.106, -0.513], [0.218, 1.278, -0.015], [-2.608, -1.553, -1.331], [-2.720, -0.645, -3.009], [-1.542, -1.895, -2.657], [-0.719, 0.658, -2.351], [-2.021, -1.166, 0.379], [-0.972, -0.535, 2.509], [-1.713, 0.977, 2.164], [0.750, 1.726, 1.984], [1.274, -1.183, 1.864], [2.288, 0.237, 2.350], [3.171, -0.554, -0.065], [1.478, -0.970, -0.437], [2.169, 1.980, -0.187], [1.709, 0.955, -1.590]]
}